The following is a DFT calculation (ωB97M-V/def2-TZVPD) of C30H39MgN3OPS3 as an isolated structure.

```
78
Properties=species:S:1:pos:R:3:forces:R:3
S 3.497 1.636 0.645 0.0 0.3 0.1
S 0.873 3.609 -0.362 1.5 0.6 -0.1
S 0.671 1.383 2.406 0.1 0.1 0.1
P -1.539 -0.142 0.097 -0.7 -1.3 0.8
Mg 0.945 1.022 -0.124 1.0 0.3 0.7
O -0.549 1.431 -1.232 -0.6 0.4 -1.6
N 2.282 -3.058 -0.660 0.1 0.2 0.0
N 1.655 -0.846 -0.239 0.1 -0.3 -0.1
N 2.885 -1.380 -2.135 -0.1 0.0 0.0
C 0.351 4.063 1.334 -0.1 0.1 -0.2
C 2.679 4.214 -0.241 -0.5 -0.2 0.2
C -1.066 2.505 -0.827 -0.6 0.7 0.3
C -2.376 -1.722 3.775 0.1 0.0 0.1
C -2.980 -2.412 -3.645 0.0 0.0 -0.1
C 2.680 -0.105 -2.781 -0.1 0.1 0.0
C -0.199 2.972 2.245 0.0 0.0 0.1
C -2.105 -3.563 2.262 0.1 -0.2 0.1
C -4.648 3.240 0.051 0.0 0.1 0.0
C 3.335 2.402 2.298 0.2 0.0 -0.3
C -1.676 -1.951 -3.569 0.1 -0.1 -0.1
C 1.955 -3.471 0.688 0.0 0.1 0.1
C -3.437 -1.496 -1.477 0.2 0.0 0.0
C -1.246 -1.269 -2.444 0.0 0.0 0.2
C -2.774 1.179 0.223 0.0 0.4 -0.2
C -1.962 -2.681 1.207 -0.1 0.1 -0.1
C 2.022 -4.071 -1.667 0.0 -0.1 -0.2
C -2.202 -0.841 2.724 -0.1 0.1 0.0
C -2.458 2.392 -0.432 -0.5 -0.7 0.0
C -2.125 -1.036 -1.393 0.2 0.1 0.1
C 3.675 3.097 -0.445 0.3 -0.1 0.3
C -4.009 1.060 0.856 0.0 0.0 0.1
C 4.085 -2.061 -2.579 0.2 -0.1 -0.1
C -2.026 -1.309 1.425 0.1 0.1 -0.2
C -3.861 -2.185 -2.600 -0.1 0.0 0.1
C -2.314 -3.088 3.547 0.0 -0.1 0.0
C -3.404 3.415 -0.514 0.2 0.0 0.0
C -4.937 2.080 0.764 0.0 0.0 0.0
C 2.253 -1.728 -0.990 -0.1 -0.3 0.3
C 2.289 1.733 3.176 -0.4 -0.1 -0.3
H -0.438 4.810 1.219 0.1 0.0 0.1
H -0.301 3.380 3.254 -0.1 0.0 -0.1
H 1.809 0.410 -2.371 0.1 -0.1 -0.2
H 1.113 -1.302 0.485 -0.1 -0.2 0.0
H 2.627 0.742 3.485 0.0 0.1 0.1
H -1.806 -3.047 0.200 0.0 -0.1 0.0
H 2.869 4.782 0.667 0.1 0.1 0.0
H 2.515 -0.285 -3.845 0.0 0.2 0.0
H 1.103 -4.605 -1.409 0.0 0.0 -0.1
H 3.564 0.531 -2.677 0.0 0.0 0.0
H -4.875 -2.552 -2.655 -0.1 0.0 0.0
H 2.105 2.336 4.066 0.1 -0.1 0.0
H -3.313 -2.948 -4.521 0.0 -0.1 -0.1
H 4.307 2.329 2.791 -0.1 0.1 0.0
H -4.251 0.166 1.415 0.0 -0.1 0.0
H -5.899 1.978 1.243 -0.1 -0.1 0.0
H 1.886 -3.602 -2.637 0.0 -0.1 -0.1
H -2.208 0.226 2.912 -0.1 0.1 0.1
H -2.548 -1.346 4.773 0.0 0.0 0.1
H 3.998 -2.370 -3.622 0.0 0.0 0.0
H 4.936 -1.380 -2.490 0.0 0.0 -0.1
H 0.877 -3.463 0.891 0.0 0.0 0.0
H 3.097 3.452 2.152 0.0 0.0 0.0
H -2.420 -3.784 4.365 -0.1 0.0 0.1
H 2.762 4.900 -1.084 0.1 0.1 0.0
H -4.113 -1.328 -0.652 -0.1 0.0 0.0
H 2.838 -4.795 -1.727 0.0 0.0 0.0
H -0.991 -2.127 -4.387 0.0 0.0 -0.1
H -5.393 4.016 -0.047 -0.1 0.0 0.0
H 2.466 -2.827 1.402 0.0 0.0 0.1
H -2.045 -4.625 2.078 0.0 -0.1 0.0
H -1.189 2.660 1.900 0.0 0.0 0.1
H 4.289 -2.929 -1.963 0.0 0.0 0.0
H -0.226 -0.913 -2.365 0.0 0.0 -0.1
H 4.700 3.458 -0.337 0.0 0.0 -0.2
H -3.173 4.316 -1.063 0.1 0.1 0.0
H 3.557 2.663 -1.440 0.1 0.1 0.0
H 2.321 -4.488 0.825 0.0 0.0 0.0
H 1.207 4.545 1.801 -0.1 0.0 0.0
```
Positions in Å, forces in eV/Å.

As for the total charge: +1. Its HOMO energy is -9.2246 eV. As for the multiplicity: 1. The calculation puts the maximum force at 1.8 eV/Å. As for the HOMO-LUMO gap: 7.253 eV.


The following is a DFT calculation (ωB97M-V/def2-TZVPD) of C30H39MnN6O2S2Si2 as an isolated structure.

```
82
Properties=species:S:1:pos:R:3:forces:R:3
Mn -0.558 0.898 -0.398 0.5 0.2 0.0
S 5.973 3.924 -2.562 0.0 0.1 0.0
S -3.011 -1.430 -0.519 0.0 0.0 0.0
Si -0.030 0.083 -3.390 0.0 -0.3 0.1
Si 0.039 0.406 2.649 0.0 -0.2 -0.1
O -2.394 -2.075 -1.638 0.1 0.1 0.0
O -4.428 -1.199 -0.501 0.0 0.0 -0.1
N 0.354 -0.210 -1.667 -0.4 0.4 0.2
N 6.347 2.399 -0.455 0.0 0.0 0.0
N 0.369 -0.057 0.943 0.0 0.1 0.0
N -2.083 2.204 -0.085 0.1 0.3 -0.1
N -2.293 0.041 -0.292 -0.1 0.0 -0.1
N 1.322 2.220 -0.527 0.0 -0.4 -0.1
C 2.849 -2.795 -0.972 0.0 0.0 0.1
C -1.207 -1.129 -4.146 0.1 0.0 -0.2
C -1.727 -4.923 4.233 0.0 0.0 0.0
C -3.560 -2.572 1.883 0.0 0.0 0.0
C -3.552 3.898 -0.840 0.0 0.0 0.0
C 3.096 2.840 -2.025 -0.1 0.0 0.0
C 1.488 -0.017 3.748 0.0 0.1 0.1
C -2.035 -4.040 3.056 0.0 0.0 0.0
C -1.375 -3.025 0.962 0.0 0.0 0.0
C 5.496 2.982 -1.315 -0.1 -0.1 0.2
C -2.370 3.507 -0.271 0.0 -0.1 0.1
C -2.940 1.245 -0.494 0.0 -0.2 0.0
C -4.436 2.900 -1.280 0.0 0.1 0.0
C -0.895 1.762 -3.389 -0.2 0.1 -0.1
C 4.044 2.730 -1.018 0.2 0.0 -0.1
C 2.815 -2.764 0.444 0.1 -0.1 -0.1
C 2.237 2.166 0.446 0.0 0.1 0.0
C 1.197 -0.974 0.395 0.0 -0.2 0.1
C -3.271 -3.405 2.951 0.0 0.0 0.0
C 2.007 -1.889 1.113 -0.1 0.0 0.1
C 1.518 0.105 -4.428 0.0 0.2 0.0
C -1.507 -0.394 3.270 0.0 0.1 0.1
C -0.202 2.270 2.674 0.0 0.1 0.1
C -4.142 1.563 -1.139 -0.1 0.1 0.1
C 1.773 2.578 -1.740 -0.1 0.2 0.0
C 3.586 2.406 0.250 -0.1 0.1 0.2
C 1.209 -1.031 -1.046 0.1 -0.2 -0.1
C -2.598 -2.374 0.902 -0.1 -0.1 0.0
C -1.094 -3.839 2.046 0.0 0.0 0.0
C 2.064 -1.954 -1.702 0.0 0.0 -0.1
H 3.401 3.131 -3.020 0.0 0.0 0.0
H -1.151 2.498 3.169 0.1 0.0 0.0
H -0.227 2.764 1.703 0.0 0.0 0.0
H -1.621 4.212 0.069 0.0 0.0 0.0
H 1.507 -1.069 4.037 0.0 0.0 0.0
H 7.333 2.524 -0.608 0.0 0.0 0.0
H -5.364 3.187 -1.760 0.0 0.0 0.0
H 2.340 0.685 -4.004 0.0 0.0 0.0
H -1.066 2.275 -2.438 0.0 0.0 0.1
H 3.493 -3.506 -1.473 0.0 0.0 0.0
H -2.584 -5.544 4.494 0.0 0.0 0.0
H -1.482 -4.321 5.111 0.0 0.0 0.0
H 4.239 2.375 1.114 0.0 0.0 -0.1
H -0.669 -2.932 0.146 0.0 0.0 0.0
H -0.142 -4.356 2.091 0.0 0.0 0.0
H 6.051 1.707 0.212 0.0 0.0 -0.1
H 1.258 0.547 -5.396 0.0 0.0 0.0
H -2.228 -1.002 -3.799 0.0 0.0 0.0
H 1.367 0.565 4.668 0.0 0.0 0.0
H 3.434 -3.457 1.001 0.0 0.0 0.0
H -3.785 4.946 -0.955 0.0 0.0 0.0
H 1.031 2.674 -2.516 0.1 0.0 0.0
H -0.932 -2.172 -3.986 0.0 0.0 0.0
H 2.458 0.245 3.318 0.0 0.0 0.0
H -1.736 0.049 4.246 0.0 -0.1 0.0
H -0.343 2.479 -4.004 -0.1 0.0 -0.1
H -2.358 -0.205 2.613 0.1 0.0 0.0
H 1.973 -1.900 2.192 0.0 0.0 -0.1
H -4.525 -2.089 1.798 0.0 0.0 0.0
H -1.403 -1.473 3.400 0.0 0.1 0.0
H 0.593 2.747 3.255 0.0 0.0 0.0
H -0.880 -5.577 4.029 0.0 0.0 0.0
H 1.883 1.929 1.433 0.0 -0.1 0.1
H -1.177 -0.929 -5.226 0.0 -0.1 0.1
H -4.023 -3.573 3.713 0.0 0.0 0.0
H 1.876 -0.905 -4.632 0.0 0.0 0.0
H 2.072 -1.989 -2.784 0.0 0.0 0.1
H -4.803 0.790 -1.494 0.0 0.0 0.0
H -1.881 1.640 -3.842 0.0 0.0 0.0
```
Positions in Å, forces in eV/Å.

Its energy above the lowest of the compared OMol25 structures with the same formula, charge and spin is 77.6 kJ/mol. As for the total charge: +1. The expectation value of S² is 3.83. Its HOMO energy (spin up / spin down) is -10.2374 / -11.0331 eV. As for the multiplicity: 4. The calculation puts the maximum force at 0.5 eV/Å. As for the HOMO-LUMO gap (spin up / spin down): 6.498 / 6.753 eV.


The following is a DFT calculation (ωB97M-V/def2-TZVPD) of C30H40BBrN10O3Ti as an isolated structure.

```
86
Properties=species:S:1:pos:R:3:forces:R:3
Br -1.226 -7.296 -0.999 0.0 0.0 0.0
Ti -0.008 -0.494 -0.321 -0.3 0.4 0.0
O 1.342 -0.865 -3.545 0.0 0.0 0.0
O -0.373 0.587 -2.130 0.0 -0.2 0.0
O 1.927 -0.943 -0.956 0.1 -0.2 0.0
N -1.539 2.906 3.961 0.1 0.0 0.0
N 0.132 1.869 1.763 0.0 -0.1 0.1
N 0.643 1.448 0.575 0.1 0.1 -0.1
N 4.094 -1.450 -1.237 0.0 0.0 0.0
N 0.101 -1.227 1.758 -0.1 -0.1 -0.1
N -1.525 1.571 3.711 -0.1 0.0 0.0
N -0.296 -0.394 2.751 0.1 0.1 0.1
N -0.691 2.152 -3.699 0.0 0.0 0.0
N -2.132 0.800 1.441 0.0 0.0 0.0
N -2.025 0.099 0.288 -0.1 0.0 -0.1
C 0.767 -2.075 3.716 0.0 0.0 0.0
C 2.885 -1.143 -1.708 0.0 0.1 0.0
C 2.698 -1.013 -3.219 0.0 0.0 0.0
C 4.325 -1.523 0.202 0.0 0.0 0.0
C -1.641 2.873 -2.858 0.0 0.0 0.0
C 0.921 0.341 -4.131 0.0 -0.1 0.0
C 1.730 3.292 1.241 0.0 0.1 0.0
C -2.361 3.088 4.979 0.0 0.0 0.0
C -0.381 -3.386 -2.075 0.0 0.1 0.0
C -3.345 1.365 1.521 0.0 0.0 0.0
C 0.124 -0.877 3.934 -0.1 0.0 0.0
C 1.260 -3.402 1.529 0.0 0.0 0.0
C -3.461 -0.474 -1.651 0.0 0.0 0.0
C 0.778 2.967 2.183 0.0 0.0 0.0
C -1.145 -5.408 -1.027 0.0 0.0 0.0
C -0.414 2.759 -4.991 0.0 0.0 0.0
C -2.609 4.453 5.535 0.0 0.0 0.0
C -0.445 -4.779 -2.046 0.0 0.0 0.0
C 5.272 -1.655 -2.067 0.0 0.0 0.0
C 1.601 2.319 0.246 0.0 -0.1 0.1
C -3.192 0.218 -0.355 0.0 0.0 0.1
C -2.383 0.930 4.547 0.1 0.0 0.0
C -0.997 -2.731 -1.041 0.0 -0.1 -0.1
C -2.928 1.860 5.389 0.0 0.0 0.0
C 2.419 2.195 -0.999 0.0 -0.1 0.0
C 0.723 -2.260 2.330 0.0 0.0 0.0
C -1.802 -4.691 -0.036 0.0 0.0 0.0
C -4.059 1.021 0.392 0.0 0.0 0.0
C -0.105 1.043 -3.243 0.0 0.1 0.0
C -1.747 -3.299 -0.045 0.0 0.1 0.1
B -0.948 0.988 2.437 0.0 0.0 0.0
H -2.242 -2.712 0.718 0.0 0.0 0.0
H -2.634 2.843 -3.308 0.0 0.0 0.0
H -2.545 -0.133 4.475 0.0 0.0 0.0
H 2.281 -3.634 1.835 0.0 0.0 0.0
H 1.763 1.014 -4.323 0.0 0.0 0.0
H 0.458 0.105 -5.093 0.0 0.0 0.0
H 0.141 -2.858 -2.862 0.0 0.0 0.0
H -2.851 4.400 6.595 0.0 0.0 0.0
H 1.256 -3.171 0.464 0.0 0.0 0.0
H -5.070 1.297 0.147 0.0 0.0 0.0
H 0.151 3.685 -4.864 0.0 0.0 0.0
H -1.327 3.914 -2.769 0.0 0.0 0.0
H 5.946 -0.799 -1.992 0.0 0.0 0.0
H 0.489 3.450 3.099 0.0 0.0 0.0
H 5.013 -1.806 -3.109 0.0 0.0 0.0
H -2.355 -5.209 0.736 0.0 0.0 0.0
H 0.147 2.094 -5.640 0.0 0.0 0.0
H -3.752 -1.512 -1.486 0.0 0.0 0.0
H -1.730 5.082 5.406 0.0 0.0 0.0
H 1.202 -2.725 4.455 0.0 0.0 0.0
H -3.445 4.934 5.025 0.0 0.0 0.0
H 0.660 -4.301 1.682 0.0 0.0 0.0
H -4.277 0.019 -2.179 0.0 0.0 0.0
H 3.302 -0.176 -3.587 0.0 0.0 0.0
H 0.038 -5.365 -2.817 0.0 0.0 0.0
H 5.802 -2.541 -1.719 0.0 0.0 0.0
H 2.769 3.176 -1.316 0.0 0.0 0.0
H 2.408 4.127 1.259 0.0 0.0 0.0
H 3.434 -1.206 0.734 0.0 0.0 0.0
H 3.297 1.569 -0.824 0.0 0.0 0.0
H -0.065 -0.342 4.848 0.0 0.0 0.0
H -1.356 2.997 -5.485 0.0 0.0 0.0
H -3.624 1.970 2.368 0.0 0.0 0.0
H -1.676 2.421 -1.872 0.0 0.0 0.0
H 1.839 1.748 -1.805 0.0 0.0 0.0
H 3.060 -1.921 -3.705 0.0 0.0 0.0
H -3.628 1.692 6.190 0.0 0.0 0.0
H -2.578 -0.470 -2.289 0.0 0.0 0.0
H 5.158 -0.870 0.466 0.0 0.0 0.0
H 4.577 -2.545 0.487 0.0 0.0 0.0
```
Positions in Å, forces in eV/Å.

Its energy above the lowest of the compared OMol25 structures with the same formula, charge and spin is 0.0 kJ/mol. As for the total charge: +1. The expectation value of S² is 3.76. Its HOMO energy (spin up / spin down) is -8.5594 / -10.9048 eV. As for the multiplicity: 4. The calculation puts the maximum force at 0.5 eV/Å. As for the HOMO-LUMO gap (spin up / spin down): 6.548 / 6.989 eV.


The following is a DFT calculation (ωB97M-V/def2-TZVPD) of C30H40BClCsF5LiN2O26P2SV as an isolated structure.

```
111
Properties=species:S:1:pos:R:3:forces:R:3
Cs 0.230 -5.390 -4.051 -1.6 -7.7 3.3
V -1.208 4.099 -3.312 -1.4 1.0 -0.9
Cl 6.361 3.182 -5.534 0.4 -0.2 0.2
S 1.703 3.764 1.487 -0.2 0.7 3.8
P -1.971 -1.372 1.979 -2.6 -1.1 -9.5
P 1.277 0.958 -4.120 3.1 1.9 0.4
F 7.545 -0.908 -2.194 0.4 -0.7 0.3
F -4.954 -4.738 -9.830 -0.3 0.6 1.1
F -6.656 -3.627 -8.649 1.3 -0.4 0.0
F 8.036 -0.698 -0.098 0.0 -0.7 -0.3
F 9.605 -0.698 -1.582 -0.4 -0.7 0.1
O -2.123 -2.948 1.554 0.5 0.3 1.3
O -5.498 0.400 5.872 -0.2 -0.6 0.2
O -3.693 -4.749 -5.661 0.2 0.2 -0.2
O 0.782 4.708 0.423 1.3 -2.6 0.9
O 0.501 -3.548 -4.922 0.9 10.7 -0.9
O -12.335 2.151 11.112 0.4 -0.1 0.6
O -0.309 -1.480 1.560 -0.6 -0.8 3.5
O 4.468 2.561 -6.211 -0.9 0.2 -0.5
O 7.759 -3.596 -1.546 0.2 1.1 0.1
O -3.615 -1.275 2.475 2.3 -0.3 2.8
O 4.173 5.319 -8.421 1.0 -0.8 0.7
O -11.074 1.570 13.557 1.1 0.2 -0.9
O 0.126 3.277 -2.526 -0.8 0.4 0.1
O -4.403 -2.870 -8.454 0.6 -0.2 1.0
O 0.995 2.524 1.953 1.5 3.0 -2.0
O -2.913 -2.252 -6.887 -0.1 -0.4 0.1
O -2.536 4.911 -4.093 2.3 -1.6 1.1
O -2.250 -0.490 0.764 0.4 0.9 1.5
O -6.011 -1.800 6.074 0.0 0.9 0.2
O -0.764 -1.723 -4.098 3.3 -0.9 -1.3
O 9.649 -3.122 -0.399 -0.9 0.9 -0.4
O -5.039 -4.907 -7.453 0.8 0.6 0.6
O -8.261 2.987 8.986 -1.2 0.2 1.0
O -7.003 2.082 11.330 -0.3 0.2 -0.6
O 2.094 4.690 2.627 -1.0 -2.3 -3.9
O -6.939 -0.267 7.462 0.6 -0.5 -0.9
N 4.641 -1.182 -2.429 -2.1 -0.5 -0.8
N 2.071 2.079 -4.976 -1.0 -1.9 0.7
C 0.505 -2.402 -4.242 1.8 -0.8 -0.7
C -11.120 2.187 11.248 -0.2 0.3 -1.3
C 8.550 -2.795 -1.111 0.5 -1.9 0.5
C 3.488 2.491 -2.005 0.4 0.6 0.6
C -4.124 -4.305 -6.700 -1.0 -2.7 1.1
C 2.404 -0.411 -3.487 2.1 -2.4 1.3
C 4.417 1.403 -2.729 -0.1 -0.6 0.2
C -10.310 2.597 10.084 -2.1 -0.1 0.3
C -9.029 1.870 12.432 2.5 0.2 -0.4
C 2.936 -3.062 -3.105 2.0 3.4 0.4
C -8.220 2.190 11.240 0.0 -0.4 1.3
C 0.478 -0.451 2.137 0.2 0.7 0.0
C -8.947 2.638 9.977 2.6 0.2 -0.1
C -3.729 -3.039 -7.323 0.7 2.8 -1.6
C 8.435 -1.279 -1.250 0.3 2.2 -0.2
C -6.079 1.578 6.421 0.0 0.8 -0.1
C 3.244 3.302 0.516 0.7 -0.3 -0.6
C 4.283 -2.587 -2.521 -3.8 -0.5 -1.9
C 9.849 -4.524 -0.159 0.2 -0.8 0.1
C 1.918 -1.933 -3.624 -0.1 -0.2 0.5
C 3.785 -0.061 -2.880 -2.3 -2.0 -0.9
C 3.798 3.467 -6.933 -0.5 -0.1 1.3
C -3.914 -0.094 3.217 -0.2 0.5 0.1
C -3.330 -3.669 1.733 -0.3 -0.4 0.1
C 10.481 -5.189 -1.366 0.0 0.1 -0.3
C 2.958 2.086 -0.539 -1.1 0.9 -0.1
C -6.139 -0.662 6.437 -0.1 -0.9 0.1
C -6.644 1.101 7.723 -0.4 0.6 0.6
C 4.836 4.420 -7.716 -0.2 1.8 -2.3
C -10.393 1.842 12.544 -3.1 -0.1 0.5
B -5.284 -4.041 -8.621 -1.8 -0.5 -2.0
Li -0.672 2.116 -5.841 0.5 0.5 0.2
H 0.761 1.642 -2.941 -0.7 -0.8 -0.5
H -3.162 -4.707 1.437 0.3 0.1 -0.1
H 2.589 2.844 -2.619 1.4 -0.6 0.6
H -3.631 -3.664 2.783 -0.2 0.0 -0.2
H 1.515 -0.578 1.822 -0.1 -0.1 0.0
H 5.500 3.732 -8.277 -0.3 -0.4 -0.3
H 0.449 4.092 -0.297 0.3 0.6 0.4
H 5.583 -0.974 -2.041 -1.3 0.0 -0.6
H 10.523 -4.602 0.697 -0.1 0.4 -0.1
H 3.560 4.275 -0.010 -0.7 -1.5 0.7
H 4.721 1.756 -3.775 -0.4 -0.3 1.4
H 3.119 3.080 -7.708 1.1 -0.6 -0.3
H 3.131 4.150 -6.381 0.5 -0.1 0.5
H 1.800 2.026 -0.609 1.9 -0.2 0.1
H 2.676 -4.200 -3.198 0.9 2.6 0.3
H 3.332 1.070 -0.174 -0.4 1.5 -0.3
H -4.963 -0.121 3.510 0.2 -0.2 0.0
H -3.734 0.795 2.608 0.1 -0.1 0.0
H 8.911 -5.008 0.124 0.0 0.2 -0.2
H -1.176 -1.769 -5.005 0.0 -0.4 1.0
H -3.295 -0.058 4.116 -0.3 0.1 0.1
H 9.818 -5.147 -2.233 0.0 -0.1 0.1
H -7.546 1.649 8.013 0.4 -0.4 -0.1
H 0.231 0.467 -4.988 -0.1 -0.6 0.8
H -6.852 1.942 5.737 0.0 -0.1 0.0
H 5.038 -3.371 -2.173 -1.1 1.6 -0.5
H 5.395 1.304 -2.109 -1.6 0.0 -1.0
H 5.522 4.799 -6.936 -0.7 0.1 0.7
H -8.427 1.628 13.301 0.0 0.0 0.0
H 0.120 0.527 1.801 0.1 -0.2 0.1
H 10.708 -6.237 -1.155 0.0 0.1 0.0
H 4.110 3.054 1.246 -1.9 0.4 -0.8
H -5.326 2.356 6.553 0.0 -0.2 -0.1
H -4.122 -3.258 1.103 0.0 0.0 0.2
H 4.155 3.431 -1.854 -1.0 -1.6 -0.6
H -5.918 1.157 8.540 -0.1 0.0 0.0
H 11.405 -4.676 -1.647 0.0 -0.1 0.2
H 3.069 1.805 -5.043 -0.7 0.7 -0.5
H -10.910 2.891 9.230 0.0 0.0 0.0
H 0.428 -0.504 3.227 0.3 0.1 0.0
```
Positions in Å, forces in eV/Å.

Its energy above the lowest of the compared OMol25 structures with the same formula, charge and spin is 402.3 kJ/mol. As for the total charge: -2. Its HOMO energy is -2.6767 eV. As for the multiplicity: 1. The calculation puts the maximum force at 10.8 eV/Å. As for the HOMO-LUMO gap: 0.739 eV.